[1]
96
Properties=species:S:1:pos:R:3 method="wB97M-V/def2-TZVPD" lumo_energy_ev="-1.626 / -2.665" relative_energy_kcal_mol=21.03 total_energy_ev=-82245.4632 s_squared=3.78 spin_multiplicity=4 gap_ev="4.7 / 3.6" homo_energy_ev="-6.277 / -6.268" charge=0
Re 0.319 1.061 0.276
C 2.558 3.949 0.256
C 3.053 2.629 -0.227
C 4.335 2.333 -0.681
C 4.335 0.977 -0.976
C 5.461 0.146 -1.485
N 3.112 0.500 -0.705
N 2.320 1.507 -0.248
B 2.501 -0.881 -1.043
N 1.867 -1.478 0.228
N 0.922 -0.796 0.923
C 0.451 -1.579 1.907
C -0.602 -1.166 2.874
C 1.110 -2.796 1.831
C 1.985 -2.705 0.756
C 2.923 -3.726 0.222
N 1.359 -0.619 -2.032
N 0.323 0.185 -1.685
C -0.493 0.283 -2.738
C -1.776 1.035 -2.736
C 0.046 -0.456 -3.790
C 1.204 -1.030 -3.302
C 2.142 -1.966 -3.979
H 3.069 4.747 -0.279
H 1.484 4.054 0.115
H 2.773 4.056 1.321
H 5.155 3.020 -0.796
H 6.298 0.797 -1.726
H 5.781 -0.574 -0.732
H 5.179 -0.404 -2.381
H 3.324 -1.604 -1.492
H -0.638 -0.082 2.974
H -1.574 -1.518 2.521
H -0.405 -1.613 3.846
H 0.955 -3.643 2.476
H 2.878 -4.620 0.838
H 2.647 -3.993 -0.798
H 3.947 -3.346 0.218
H -1.986 1.464 -1.758
H -1.760 1.830 -3.481
H -2.582 0.344 -2.985
H -0.383 -0.584 -4.768
H 1.834 -2.099 -5.013
H 3.166 -1.590 -3.963
H 2.124 -2.937 -3.482
N -1.559 0.749 0.642
C -2.711 0.617 0.793
C -4.051 0.660 1.018
C -4.704 1.910 0.892
N -5.228 2.929 0.766
C -4.791 -0.482 1.402
N -5.411 -1.377 1.775
C -5.321 -4.622 -0.667
C -3.823 -4.419 -0.563
O -3.429 -3.537 -1.618
P -1.949 -2.900 -1.673
O -1.687 -1.824 -0.689
Te -0.304 -4.652 -1.635
O -2.045 -2.270 -3.151
C -2.290 -3.087 -4.300
C -3.745 -3.016 -4.733
H -5.653 -5.351 0.072
H -5.582 -4.973 -1.666
H -5.834 -3.681 -0.474
H -3.291 -5.367 -0.681
H -3.559 -3.988 0.402
H -1.997 -4.119 -4.092
H -1.637 -2.703 -5.089
H -4.389 -3.357 -3.926
H -3.906 -3.645 -5.609
H -4.012 -1.987 -4.981
C 0.046 5.195 2.508
Si -0.740 3.548 1.988
C -2.252 3.207 3.071
C -1.288 3.703 0.162
N 0.423 2.227 1.999
C 1.354 2.106 3.031
C 2.495 1.288 2.927
C 3.454 1.251 3.924
C 3.316 2.015 5.074
C 2.160 2.765 5.233
C 1.195 2.798 4.245
H -0.332 5.507 3.482
H -0.202 5.988 1.799
H 1.132 5.139 2.586
H -3.161 3.122 2.473
H -2.408 4.018 3.784
H -2.139 2.282 3.640
H -1.227 4.736 -0.180
H -2.323 3.379 0.042
H -0.675 3.108 -0.547
H 2.642 0.676 2.050
H 4.323 0.619 3.796
H 4.081 2.008 5.838
H 2.007 3.335 6.141
H 0.284 3.357 4.422

[2]
13
Properties=species:S:1:pos:R:3 method="wB97M-V/def2-TZVPD" lumo_energy_ev="-3.491 / -8.864" relative_energy_kcal_mol=64.75 total_energy_ev=-7221.0392 s_squared=0.76 spin_multiplicity=2 gap_ev="10.9 / 5.5" homo_energy_ev="-14.414 / -14.411" charge=+1
O 1.105 -1.995 -0.255
C 1.750 -1.535 -1.181
H 2.842 -1.454 -1.073
H 1.128 -0.993 -1.900
N -1.612 -0.330 0.600
C -1.034 0.930 0.043
N 0.136 1.479 0.670
H -1.964 -0.044 1.515
H -0.927 -1.064 0.398
H -1.786 1.701 -0.127
H -0.689 0.553 -0.927
H 1.033 1.003 0.592
H 0.019 1.748 1.646

[3]
14
Properties=species:S:1:pos:R:3 method="wB97M-V/def2-TZVPD" lumo_energy_ev=0.774 relative_energy_kcal_mol=83.83 total_energy_ev=-9843.6445 gap_ev=9.6 homo_energy_ev=-8.807 charge=0
C 0.530 0.654 0.269
C 1.476 -0.070 -0.667
C -1.467 0.281 -0.001
C -0.711 -0.681 0.796
O -1.571 -0.122 -1.317
N -0.497 -1.557 1.597
O -2.208 1.121 0.500
H -2.342 0.341 -1.676
H 0.396 -1.695 2.062
H 0.937 0.823 1.266
H 0.289 1.650 -0.100
H 2.374 0.527 -0.832
H 0.997 -0.239 -1.630
H 1.796 -1.033 -0.266

[4]
36
Properties=species:S:1:pos:R:3 method="wB97M-V/def2-TZVPD" lumo_energy_ev=0.494 relative_energy_kcal_mol=4.85 total_energy_ev=-35282.1026 gap_ev=9.6 homo_energy_ev=-9.150 charge=0
C -5.999 -1.923 -0.489
C -4.592 -2.456 -0.722
C -3.536 -1.528 -0.120
N -3.577 -0.225 -0.739
S -2.966 1.060 0.119
O -3.156 2.217 -0.704
O -3.545 1.014 1.427
C -1.214 0.714 0.242
C -0.372 1.147 -0.760
C 0.980 0.847 -0.710
C 1.479 0.099 0.355
O 2.778 -0.261 0.510
C 3.721 0.153 -0.442
C 5.084 -0.404 -0.041
O 5.285 -1.225 0.803
O 6.033 0.160 -0.795
C 7.367 -0.278 -0.546
C 0.613 -0.333 1.365
C -0.729 -0.024 1.308
H -6.735 -2.562 -0.971
H -6.084 -0.918 -0.891
H -6.216 -1.883 0.575
H -4.408 -2.557 -1.794
H -4.484 -3.443 -0.268
H -2.538 -1.986 -0.205
H -3.753 -1.351 0.935
H -3.317 -0.198 -1.712
H -0.783 1.736 -1.565
H 1.626 1.202 -1.496
H 3.793 1.248 -0.497
H 3.482 -0.234 -1.443
H 8.004 0.312 -1.199
H 7.629 -0.114 0.501
H 7.463 -1.341 -0.772
H 1.028 -0.903 2.180
H -1.411 -0.328 2.086

[5]
14
Properties=species:S:1:pos:R:3 method="wB97M-V/def2-TZVPD" lumo_energy_ev=-0.196 relative_energy_kcal_mol=43.20 total_energy_ev=-17621.7725 gap_ev=8.5 homo_energy_ev=-8.674 charge=0
S 2.949 -0.304 -0.140
C 1.342 -0.038 -0.169
C 0.506 1.203 0.237
C -0.847 0.886 -0.397
N -1.050 -0.505 -0.629
C -0.746 -1.310 0.555
C 0.294 -1.108 -0.523
H 1.162 2.025 -0.138
H 0.398 1.353 1.297
H -1.012 1.453 -1.339
H -1.646 1.348 0.272
H -0.622 -0.827 1.502
H -1.227 -2.238 0.594
H 0.500 -1.937 -1.122

[6]
47
Properties=species:S:1:pos:R:3 method="wB97M-V/def2-TZVPD" lumo_energy_ev=-1.843 total_energy_ev=-127188.2201 gap_ev=6.5 homo_energy_ev=-8.342 charge=0
Ce 0.046 -0.193 0.381
C 2.893 2.639 -2.290
C 2.427 1.589 -1.335
N 1.422 0.822 -1.534
N 0.710 0.997 -2.687
C -0.032 -0.036 -2.967
N -0.844 0.096 -4.041
S 0.006 -1.565 -2.131
C 3.149 1.372 -0.069
C 4.241 2.150 0.294
C 4.894 1.879 1.484
C 4.444 0.836 2.268
C 3.338 0.117 1.842
N 2.698 0.372 0.706
H 2.360 2.556 -3.231
H 3.966 2.553 -2.468
H 2.706 3.629 -1.868
H -0.971 1.018 -4.420
H -1.523 -0.615 -4.238
H 4.570 2.960 -0.340
H 5.743 2.476 1.791
H 4.923 0.580 3.203
H 2.942 -0.700 2.427
N -7.614 -2.286 -1.076
C -6.521 -1.975 -0.909
C -5.154 -1.592 -0.706
C -4.803 -0.252 -0.601
C -3.469 0.062 -0.404
N -2.509 -0.859 -0.319
C -2.857 -2.140 -0.426
C -4.161 -2.561 -0.618
H -5.544 0.531 -0.664
H -3.149 1.091 -0.326
H -2.057 -2.862 -0.354
H -4.395 -3.612 -0.695
C 0.452 -3.114 3.427
C 0.251 -2.338 2.162
O 1.253 -1.804 1.579
O -0.879 -2.109 1.680
H 1.427 -3.593 3.436
H -0.346 -3.840 3.564
H 0.406 -2.403 4.254
O 0.649 1.811 1.579
Se -0.956 2.188 1.315
O -1.559 3.579 1.775
O -0.988 1.805 -0.323
O -1.586 0.744 1.871